Entry from OMol25: a 6-piece molecular cluster, C4H17NO7 overall (the ωB97M-V functional and the def2-TZVPD basis).

Atoms and positions in Å:
1 O -1.6870 -2.2544 -0.4673
2 O 0.0819 -1.5124 1.4203
3 O 3.5924 0.5174 0.5801
4 O -2.5411 1.0730 1.6121
5 O -2.4997 -1.6965 2.3695
6 O -2.0626 0.2704 -0.9655
7 O 2.0095 -1.4048 -3.0552
8 N 2.6348 -0.4065 -1.1141
9 C 1.3675 1.3436 0.2195
10 C 1.4418 2.7259 -0.5525
11 C 1.8650 -0.4773 -2.2662
12 C 2.6013 0.5703 -0.0538
13 H -2.9073 -0.1495 -1.3365
14 H 0.3805 0.8658 0.0822
15 H -2.0228 1.8004 1.6621
16 H -2.6357 0.8010 0.6413
17 H 0.0730 -1.8627 2.3245
18 H -1.3754 -0.3845 -1.1976
19 H 3.4913 -1.0607 -1.0006
20 H -2.0345 -3.1885 -0.5802
21 H 1.3552 0.4558 -2.5288
22 H -0.8418 -1.2803 1.4330
23 H -2.6247 -0.7591 2.6564
24 H -0.7483 -2.4420 -0.1147
25 H -2.8819 -1.7748 1.4618
26 H 2.6122 2.8205 -0.7167
27 H 1.3029 1.4210 1.3646
28 H 0.7434 3.4290 -0.2208
29 H 1.3101 2.5599 -1.6570

**Largest force on an atom**: 5.611 eV Å⁻¹
**E_tot**: -20245.541 eV
**Structure (SMILES)**: CCC(=O)NC=O.O.O.O.O.O
**Kohn-Sham gap**: 10.2 eV